Entry 1:
The following is a DFT calculation (the ωB97M-V functional and the def2-TZVPD basis) of 2 unconnected molecules or ions with the total composition C7H15N4O3.

Element x y z (Å)
C: 2.12412 1.13822 -0.41567
C: -2.85858 0.84372 0.04869
C: -2.04045 -0.28471 -0.61161
C: -2.21630 0.90678 1.45326
C: -1.08299 -0.75945 0.47612
C: 0.35671 -2.21290 -1.12437
C: 0.25684 -1.23389 -0.03691
N: 2.12040 2.02857 0.54553
N: 3.15523 0.56405 -0.95835
N: 1.38017 -1.25093 0.99145
N: 0.89429 0.69799 -0.84272
O: 1.13360 -1.25001 2.15617
O: 2.50514 -1.36254 0.47337
O: -0.87649 0.39867 1.27073
H: -2.66242 1.76188 -0.52651
H: -3.93712 0.72468 0.03455
H: -2.64630 -1.18291 -0.84248
H: -1.62499 0.23421 -1.56940
H: -2.13335 1.97116 1.92344
H: -2.67352 0.32228 2.16683
H: -1.53920 -1.60493 1.09333
H: -0.27684 -3.11133 -0.90925
H: 1.37101 -2.53460 -1.37353
H: -0.16131 -1.89390 -2.01648
H: 2.89335 2.72055 0.70690
H: 1.29998 2.51251 0.80277
H: 4.12775 0.90318 -0.84069
H: 2.98548 -0.27072 -1.47165
H: 0.12579 1.22436 -0.60355

Atomic forces in eV per Å
-1.95 0.28 -0.57
0.56 0.41 0.39
-0.90 -0.24 -1.62
1.26 3.57 -0.74
1.24 -0.31 0.01
-0.62 -1.11 -0.17
0.04 -1.41 2.35
2.70 2.70 0.99
1.88 1.59 -0.45
-0.92 -1.35 -3.11
3.36 -1.30 -1.17
-0.13 0.35 1.04
-0.45 -0.09 0.95
-0.39 0.36 0.14
-0.08 -0.12 0.47
-0.03 -0.30 0.23
0.11 0.77 -0.57
-0.12 -1.74 1.55
-0.09 -1.82 -1.03
-1.32 -1.52 1.47
0.27 0.99 -0.57
0.69 0.27 0.35
-0.25 0.12 0.20
0.12 0.69 -0.46
-0.36 -1.67 -0.13
-1.44 -0.09 0.04
-1.10 -0.49 0.05
0.01 -0.57 -0.38
-2.09 2.02 0.73

Values from the calculation:
- HOMO level (alpha / beta): -0.408 / -0.505 Eh
- ⟨S²⟩: 2.014
- Charge: +1
- Orbital gap (alpha / beta): 7.96 / 6.30 eV
- Multiplicity: 3



Entry 2:
The following is a DFT calculation (the ωB97M-V functional and the def2-TZVPD basis) of 2 unconnected molecules or ions with the total composition C7H15NO.

Element x y z (Å)
C: 1.89244 -0.56161 0.44831
C: 2.46775 0.47549 -0.47160
N: 0.11717 0.14182 1.28252
O: -0.01671 1.24736 2.20740
H: 0.17426 2.05059 1.70735
H: 0.03887 -0.68641 1.87000
H: 2.24228 -0.44153 1.47199
H: 2.07891 -1.58280 0.15664
H: 2.15949 1.48455 -0.19050
H: 2.17894 0.29795 -1.50509
H: 3.56191 0.44835 -0.40004
C: -2.20299 -0.48817 0.68328
C: -0.99466 1.30789 -0.61513
C: -0.85701 -0.02656 0.11938
C: -0.54102 -1.69980 -1.72347
C: -0.13365 -1.06281 -0.63979
H: -2.10762 -1.46068 1.16921
H: -2.91349 -0.60274 -0.13661
H: -2.59128 0.23289 1.40627
H: -1.43262 2.07429 0.03058
H: -1.65366 1.16943 -1.47161
H: -0.03298 1.65585 -0.98704
H: 0.08276 -2.43939 -2.21936
H: -1.51710 -1.53395 -2.19271

Atomic forces in eV per Å
0.01 -0.93 -0.72
-0.12 -0.04 0.02
0.30 0.92 -0.31
-0.68 -0.69 -0.12
0.12 -0.25 -0.24
-0.17 0.22 0.13
-0.26 0.14 0.04
0.28 -0.01 -0.21
-0.01 -0.01 -0.01
0.02 0.02 -0.01
-0.06 -0.01 0.01
0.05 -0.01 -0.24
0.06 -0.15 0.14
-0.31 0.34 0.91
0.13 -0.08 0.06
0.64 0.46 0.49
0.05 0.02 0.00
-0.10 0.04 0.04
-0.03 0.00 -0.05
-0.02 -0.02 -0.01
0.00 0.00 0.00
0.05 -0.01 -0.02
0.02 0.04 0.01
0.04 0.00 0.11

Values from the calculation:
- HOMO level: -0.262 Eh
- Orbital gap: 7.82 eV
- Energy above the lowest of the compared OMol25 structures with the same formula, charge and spin: 700.2 kJ/mol
- Multiplicity: 1



Entry 3:
The following is a DFT calculation (the ωB97M-V functional and the def2-TZVPD basis) of 2 unconnected molecules or ions with the total composition C7H15NO.

Element x y z (Å)
H: -2.66428 0.65908 1.80155
N: -2.04348 -0.11664 1.59356
C: -1.49284 -0.01524 0.41555
C: -2.10574 0.77562 -0.72313
O: -1.12090 -1.35344 -0.10215
H: -2.96403 0.22712 -1.10899
H: -1.39874 0.89335 -1.54354
H: -2.40644 1.76771 -0.38905
H: -1.31383 -1.93253 0.65507
C: 0.72855 1.94820 0.10891
C: 0.47557 0.55066 0.62728
C: 0.99561 -0.59696 -0.00437
C: 1.54082 -1.71892 0.82407
C: 1.36435 -0.62936 -1.45356
H: 0.66078 2.02005 -0.97519
H: 1.70735 2.31412 0.42757
H: -0.01455 2.62985 0.52673
H: 0.54932 0.51595 1.70960
H: 2.62446 -1.59931 0.92266
H: 1.10434 -1.72009 1.82181
H: 1.34864 -2.68277 0.35145
H: 1.10495 -1.59088 -1.89667
H: 0.87426 0.14642 -2.03593
H: 2.44582 -0.49201 -1.55322

Atomic forces in eV per Å
0.20 0.23 -0.04
0.80 0.19 -0.92
-2.44 -2.79 0.34
0.93 0.39 0.01
-0.85 0.78 0.55
0.02 -0.06 0.19
0.00 0.02 -0.05
-0.05 -0.03 0.02
-0.08 0.19 -0.20
-0.68 -0.05 -0.09
2.67 -0.95 -0.63
0.62 2.43 1.00
-0.61 -0.15 -0.14
-0.34 -0.07 0.00
0.08 0.04 -0.05
0.01 -0.08 -0.06
-0.02 0.12 -0.03
-0.34 -0.16 0.02
-0.05 0.05 -0.04
0.03 0.02 0.04
0.07 -0.09 0.01
0.04 -0.06 0.01
-0.01 0.06 0.02
0.00 -0.02 0.04

Values from the calculation:
- HOMO level (alpha / beta): -0.284 / -0.284 Eh
- Orbital gap (alpha / beta): 8.22 / 8.22 eV
- Energy above the lowest of the compared OMol25 structures with the same formula, charge and spin: 337.5 kJ/mol
- Multiplicity: 1
- SMILES string: [H]/N=C(\C)O.CC=C(C)C



What did the first record say?
The following is a DFT calculation (the ωB97M-V functional and the def2-TZVPD basis) of 2 unconnected molecules or ions with the total composition C7H15N4O3.

Element x y z (Å)
C: 2.12412 1.13822 -0.41567
C: -2.85858 0.84372 0.04869
C: -2.04045 -0.28471 -0.61161
C: -2.21630 0.90678 1.45326
C: -1.08299 -0.75945 0.47612
C: 0.35671 -2.21290 -1.12437
C: 0.25684 -1.23389 -0.03691
N: 2.12040 2.02857 0.54553
N: 3.15523 0.56405 -0.95835
N: 1.38017 -1.25093 0.99145
N: 0.89429 0.69799 -0.84272
O: 1.13360 -1.25001 2.15617
O: 2.50514 -1.36254 0.47337
O: -0.87649 0.39867 1.27073
H: -2.66242 1.76188 -0.52651
H: -3.93712 0.72468 0.03455
H: -2.64630 -1.18291 -0.84248
H: -1.62499 0.23421 -1.56940
H: -2.13335 1.97116 1.92344
H: -2.67352 0.32228 2.16683
H: -1.53920 -1.60493 1.09333
H: -0.27684 -3.11133 -0.90925
H: 1.37101 -2.53460 -1.37353
H: -0.16131 -1.89390 -2.01648
H: 2.89335 2.72055 0.70690
H: 1.29998 2.51251 0.80277
H: 4.12775 0.90318 -0.84069
H: 2.98548 -0.27072 -1.47165
H: 0.12579 1.22436 -0.60355

Atomic forces in eV per Å
-1.95 0.28 -0.57
0.56 0.41 0.39
-0.90 -0.24 -1.62
1.26 3.57 -0.74
1.24 -0.31 0.01
-0.62 -1.11 -0.17
0.04 -1.41 2.35
2.70 2.70 0.99
1.88 1.59 -0.45
-0.92 -1.35 -3.11
3.36 -1.30 -1.17
-0.13 0.35 1.04
-0.45 -0.09 0.95
-0.39 0.36 0.14
-0.08 -0.12 0.47
-0.03 -0.30 0.23
0.11 0.77 -0.57
-0.12 -1.74 1.55
-0.09 -1.82 -1.03
-1.32 -1.52 1.47
0.27 0.99 -0.57
0.69 0.27 0.35
-0.25 0.12 0.20
0.12 0.69 -0.46
-0.36 -1.67 -0.13
-1.44 -0.09 0.04
-1.10 -0.49 0.05
0.01 -0.57 -0.38
-2.09 2.02 0.73

Values from the calculation:
- HOMO level (alpha / beta): -0.408 / -0.505 Eh
- ⟨S²⟩: 2.014
- Charge: +1
- Orbital gap (alpha / beta): 7.96 / 6.30 eV
- Multiplicity: 3